C25H33N3O4S | wB97M-V/def2-TZVPD

Values from the calculation:
ΔE to the lowest compared entry with this formula, charge and spin = 43.5 kcal/mol
Electronic energy = -1835.8304 a.u.
Total charge = 0
Lowest unoccupied orbital energy = -0.16 eV
Structure (SMILES) = Cc1cccc(/C=C/c2onc(C)c2S(=O)(=O)N2CCC(C(=O)N3CCC(C)CC3)CC2)c1
2S+1 = 1
HOMO level = -8.23 eV
Kohn-Sham gap = 8.08 eV
Maximum force = 1.3 eV/Å

Element x y z (Å)
C1 -6.081 -3.780 -1.567
C2 -5.726 -2.690 -0.601
C3 -6.437 -2.553 0.588
C4 -6.125 -1.542 1.480
C5 -5.104 -0.656 1.196
C6 -4.377 -0.768 0.007
C7 -3.321 0.193 -0.238
C8 -2.556 0.269 -1.338
C9 -1.526 1.240 -1.571
O1 -1.094 1.315 -2.844
N1 -0.140 2.265 -2.957
C10 0.048 2.787 -1.773
C11 1.044 3.864 -1.563
C12 -0.822 2.174 -0.825
S1 -0.767 2.474 0.925
O2 -0.143 3.746 1.146
O3 -2.055 2.262 1.517
N2 0.259 1.311 1.521
C13 -0.233 -0.047 1.429
C14 0.630 -0.978 2.277
C15 2.123 -0.862 1.937
C16 2.430 -1.449 0.557
O4 1.559 -1.621 -0.279
N3 3.715 -1.783 0.295
C17 4.877 -1.648 1.142
C18 5.898 -0.703 0.502
C19 6.301 -1.159 -0.906
C20 7.208 -2.387 -0.878
C21 5.031 -1.393 -1.732
C22 4.049 -2.316 -1.014
C23 2.527 0.618 2.002
C24 1.630 1.446 1.089
C25 -4.705 -1.798 -0.879
H1 -7.016 -3.540 -2.074
H2 -5.307 -3.904 -2.320
H3 -6.219 -4.726 -1.046
H4 -7.237 -3.244 0.812
H5 -6.682 -1.446 2.400
H6 -4.858 0.135 1.889
H7 -3.165 0.917 0.550
H8 -2.696 -0.396 -2.179
H9 1.076 4.501 -2.443
H10 2.034 3.431 -1.423
H11 0.786 4.440 -0.680
H12 -1.259 -0.041 1.797
H13 -0.225 -0.399 0.390
H14 0.293 -2.002 2.117
H15 0.499 -0.724 3.330
H16 2.678 -1.431 2.690
H17 4.606 -1.277 2.127
H18 5.326 -2.641 1.268
H19 6.779 -0.642 1.143
H20 5.460 0.296 0.434
H21 6.867 -0.346 -1.374
H22 7.504 -2.654 -1.890
H23 8.108 -2.176 -0.304
H24 6.715 -3.246 -0.432
H25 5.287 -1.825 -2.700
H26 4.539 -0.435 -1.909
H27 3.122 -2.402 -1.582
H28 4.480 -3.315 -0.890
H29 3.567 0.759 1.707
H30 2.404 0.973 3.027
H31 1.879 2.506 1.153
H32 1.748 1.106 0.048
H33 -4.153 -1.908 -1.800